1.
{
  "formula": "C13H24BFNO6S",
  "method": "ωB97M-V/def2-TZVPD",
  "species": ["C", "C", "B", "C", "C", "C", "C", "N", "C", "C", "C", "O", "S", "O", "O", "F", "H", "H", "H", "H", "H", "H", "H", "H", "H", "H", "H", "H", "H", "H", "H", "H", "C", "C", "O", "C", "O", "O", "C", "H", "H", "H", "H", "H", "H", "H", "H"],
  "coordinates": [[0.88828, 1.70704, 3.02047], [-0.18714, 1.40455, 3.46340], [-1.59895, 1.00127, 4.03430], [-2.33557, -0.27377, 3.32153], [-1.47641, -1.14356, 2.39044], [-0.39339, -1.95185, 3.11917], [1.03834, -1.93803, 2.57569], [1.15814, -2.07343, 1.09149], [2.22229, -3.05404, 0.77421], [1.57468, -0.83230, 0.47432], [0.58329, -0.12114, -0.39443], [2.70321, -0.41533, 0.57954], [-1.46208, 0.63149, 5.90516], [-0.57821, -0.44784, 6.26311], [-2.75883, 0.62964, 6.52992], [-0.74518, 1.93064, 6.51692], [1.85132, 2.01094, 2.67452], [-2.30631, 1.98321, 3.98644], [-2.79336, -0.93638, 4.05999], [-3.16060, 0.12846, 2.73151], [-2.14641, -1.85380, 1.89910], [-1.07049, -0.52857, 1.60068], [-0.70070, -2.99887, 3.13594], [-0.36443, -1.62913, 4.15991], [1.61160, -1.08410, 2.93381], [1.52834, -2.81971, 2.99114], [1.84973, -4.04443, 1.01844], [3.13081, -2.85241, 1.34599], [2.47465, -2.99224, -0.28088], [-0.26490, -0.75287, -0.63965], [1.06161, 0.22298, -1.30543], [0.20187, 0.73302, 0.16450], [-1.37336, 0.47177, -6.97877], [-1.60783, 1.67934, -6.09706], [-0.92639, 1.55503, -4.84244], [0.36915, 1.86799, -4.86237], [0.98692, 2.26318, -5.81820], [0.85645, 1.67994, -3.64074], [2.25524, 1.94813, -3.50658], [-1.64509, -0.44219, -6.44991], [-1.97698, 0.54452, -7.88380], [-0.32558, 0.40020, -7.26800], [-2.66043, 1.76758, -5.83496], [-1.29930, 2.59984, -6.59114], [2.49913, 2.94151, -3.87531], [2.83282, 1.19914, -4.04604], [2.48003, 1.88459, -2.44595]],
  "forces_ev_per_angstrom": [[0.7553, 0.2931, -0.2908], [-0.5069, -0.4536, 0.3319], [-0.0409, 0.3604, -0.4954], [0.3051, -0.0899, -0.0742], [-0.3252, -0.1606, 0.2553], [0.0514, 0.0070, -0.1273], [-0.2775, -0.2231, 0.0163], [0.4666, 0.0448, -0.0997], [-0.2794, 0.3129, 0.3204], [0.1441, -0.0165, -0.0519], [-0.4996, -0.1346, 0.1427], [0.0677, -0.0025, 0.0220], [-0.3313, -0.2775, -0.0526], [0.2167, -0.0842, 0.0086], [-0.1049, 0.0347, 0.0869], [0.1555, 0.2647, 0.0598], [-0.1442, -0.0955, -0.0128], [-0.0324, -0.0277, 0.2678], [-0.1146, 0.0136, 0.1199], [-0.1210, -0.0023, -0.0216], [0.0210, -0.0183, -0.2007], [0.2859, 0.2173, -0.1565], [-0.1207, -0.0850, 0.0407], [0.1903, 0.0022, 0.0832], [-0.0778, 0.2389, -0.0737], [0.1079, 0.0108, 0.0651], [-0.0046, -0.1385, -0.0439], [0.1242, -0.0496, 0.0105], [-0.0599, -0.1509, -0.1431], [-0.0157, -0.0845, -0.0027], [0.1125, 0.1264, -0.0040], [0.0351, 0.1743, -0.0054], [0.1198, -0.0683, 0.0616], [-0.1784, 0.0157, -0.2129], [0.0113, 0.0008, 0.0518], [-0.0638, 0.0163, 0.0609], [0.0515, -0.0090, -0.0539], [0.0218, 0.0125, 0.0322], [0.1646, -0.0126, 0.1223], [-0.0586, 0.0097, -0.0116], [-0.0184, 0.0132, -0.0002], [-0.0005, 0.0469, -0.0161], [0.0179, -0.0198, 0.0909], [0.0795, -0.0095, 0.0175], [-0.0336, -0.0035, -0.0737], [0.0057, 0.0422, -0.0643], [-0.1015, -0.0407, 0.0204]],
  "e_lumo_ev": 2.31,
  "total_charge": -1,
  "homo_energy_ev": -5.868
}

2.
{
  "formula": "C3H14N2O2",
  "method": "ωB97M-V/def2-TZVPD",
  "species": ["C", "N", "C", "C", "N", "H", "H", "H", "H", "H", "H", "H", "H", "H", "H", "O", "H", "H", "O", "H", "H"],
  "coordinates": [[1.52820, 0.64745, -1.65020], [0.81425, 0.13513, -0.45912], [-0.45720, 0.82147, -0.32180], [-1.14153, 0.57925, 0.98538], [-2.22178, -0.36555, 0.64331], [0.91414, 0.82179, -2.55272], [1.82441, 1.65149, -1.31588], [2.42690, 0.06161, -1.88368], [0.59825, -0.85558, -0.63289], [-1.08099, 0.58811, -1.23875], [-0.05422, 1.90562, -0.29007], [-1.52746, 1.54963, 1.41194], [-0.51101, 0.20466, 1.84017], [-3.03054, 0.13234, 0.36739], [-2.53616, -0.99729, 1.45954], [1.93688, 0.83341, 2.00972], [2.81159, 0.89244, 1.64067], [1.45970, 0.27578, 1.37660], [-0.58494, -2.44535, -1.15746], [-1.09449, -2.09702, -0.40849], [-0.73976, -1.91407, -1.96155]],
  "forces_ev_per_angstrom": [[0.0976, 0.8146, 1.0024], [0.0486, -1.9468, -1.1812], [2.3413, 2.5928, -0.5767], [-1.1698, 0.1570, 1.1812], [-0.0210, -2.5288, 2.7067], [-0.0143, -0.4753, 0.2175], [0.3756, -0.0745, -0.4626], [-0.3932, 0.0857, 0.0976], [0.3112, 0.3321, 0.1875], [0.1067, 0.7395, 1.1507], [-1.3182, -1.1557, -0.5168], [0.1291, -0.8147, -0.5464], [-0.3491, 0.0233, -1.2823], [-0.9013, 0.4738, -0.4250], [0.7194, 1.5870, -1.5437], [-0.3727, 0.0091, 0.7429], [0.4932, 0.0496, -0.1747], [0.2037, 0.1906, -0.4606], [0.3515, -0.2007, -0.4111], [-0.3260, 0.4023, -0.6207], [-0.3121, -0.2610, 0.9152]],
  "e_lumo_ev": 0.85,
  "homo_energy_ev": -9.270,
  "smiles": "CNCCN.O.O",
  "de_lowest_kj_mol": 133.0
}

3.
{
  "formula": "C45H59N9O3PScTe",
  "method": "ωB97M-V/def2-TZVPD",
  "species": ["Sc", "C", "N", "C", "C", "N", "N", "C", "N", "N", "H", "H", "H", "H", "H", "H", "H", "H", "H", "H", "H", "C", "C", "C", "C", "C", "O", "C", "C", "C", "C", "C", "C", "C", "O", "C", "C", "C", "N", "C", "C", "Te", "C", "C", "C", "C", "C", "C", "C", "C", "C", "C", "C", "C", "H", "H", "H", "H", "H", "H", "H", "H", "H", "H", "H", "H", "H", "H", "H", "H", "H", "H", "H", "H", "H", "H", "H", "H", "O", "P", "N", "C", "C", "C", "C", "N", "C", "C", "C", "C", "N", "C", "C", "C", "C", "H", "H", "H", "H", "H", "H", "H", "H", "H", "H", "H", "H", "H", "H", "H", "H", "H", "H", "H", "H", "H", "H", "H", "H"],
  "coordinates": [[-0.49194, 0.79008, 0.08973], [-1.13001, 5.68539, 2.49277], [-1.30753, 4.91170, 1.23931], [-1.99535, 5.62991, 0.11747], [-0.81339, 3.72791, 1.05248], [-0.96022, 3.02392, -0.06128], [-0.13528, 3.23467, 2.15493], [-0.42668, 2.05726, 2.82178], [-0.12443, 2.15911, 4.12932], [-1.01240, 1.07962, 2.18527], [-1.62866, 6.64588, 2.39130], [-0.05750, 5.85769, 2.72219], [-1.71060, 5.22915, 3.33209], [-1.90412, 6.67918, 0.34679], [-3.01899, 5.31781, -0.00878], [-1.45929, 5.33881, -0.76894], [-1.41996, 3.47582, -0.78478], [0.62183, 3.79697, 2.53272], [0.36896, 2.94202, 4.51043], [-0.22134, 1.35742, 4.69046], [-1.48434, 0.33789, 2.79532], [5.37151, -1.31455, 3.59502], [4.35919, -0.72179, 2.64690], [4.51738, 0.58595, 2.27775], [3.47392, 1.18335, 1.50735], [3.63878, 2.57833, 0.94390], [3.05120, 3.53213, 1.47973], [4.61062, 2.74671, -0.17514], [5.19301, 1.59924, -0.72628], [5.86686, 1.69298, -1.96466], [6.12331, 2.90305, -2.61480], [5.41870, 4.01993, -2.08825], [4.65084, 3.94348, -0.93465], [2.30127, 0.54029, 1.18904], [1.33353, 1.14720, 0.45970], [2.19818, -0.75490, 1.61630], [3.22787, -1.39235, 2.28156], [0.83832, -1.35031, 1.65934], [0.15251, -1.44265, 0.50291], [0.85029, -1.51504, -0.78127], [0.61651, -2.90833, -1.30773], [0.97654, -4.57809, -0.03051], [3.00436, -4.07251, 0.22530], [3.62214, -4.43863, 1.44320], [5.00394, -4.26416, 1.61330], [5.76940, -3.81883, 0.56781], [5.17809, -3.40180, -0.63483], [3.81262, -3.57114, -0.80947], [0.18609, -1.65069, 2.94478], [0.71928, -1.13698, 4.15370], [0.12744, -1.41447, 5.34512], [-1.04047, -2.13845, 5.38897], [-1.54990, -2.71847, 4.21288], [-0.95009, -2.50354, 3.01769], [6.38753, -1.29077, 3.21035], [5.14580, -2.36158, 3.88892], [5.35704, -0.79498, 4.55491], [5.41202, 1.14634, 2.53596], [5.08790, 0.64935, -0.33083], [6.27150, 0.79843, -2.44472], [6.65087, 3.03533, -3.51580], [5.43031, 4.95355, -2.65282], [4.00279, 4.80717, -0.58079], [3.10605, -2.39741, 2.57509], [1.90469, -1.26911, -0.62440], [0.46946, -0.73985, -1.47496], [1.25399, -3.12509, -2.15924], [-0.42257, -3.06929, -1.70246], [2.96930, -4.92512, 2.16127], [5.48991, -4.69273, 2.49666], [6.81712, -3.57207, 0.70982], [5.70904, -2.98419, -1.46343], [3.37552, -3.24756, -1.78772], [1.64188, -0.57787, 4.23374], [0.59744, -1.06940, 6.23508], [-1.49596, -2.23967, 6.36727], [-2.50019, -3.29518, 4.31874], [-1.17701, -3.04617, 2.13825], [-1.70926, 0.11770, -1.47749], [-2.86851, -0.52942, -2.19462], [-2.37991, -0.66459, -3.74716], [-3.21251, -1.27660, -4.80810], [-3.87178, -0.03688, -5.47379], [-2.77141, 1.04138, -5.27483], [-1.67501, 0.42017, -4.39806], [-4.16696, 0.50177, -1.86891], [-5.55248, 0.09712, -1.84780], [-6.11890, 1.15131, -0.89674], [-5.44312, 2.43902, -1.32627], [-4.03665, 1.99394, -1.74493], [-3.25326, -2.01751, -1.71355], [-3.71628, -2.35835, -0.34183], [-2.81249, -3.49816, -0.02186], [-2.80042, -4.32914, -1.28675], [-2.94496, -3.25053, -2.41432], [-3.80475, -2.03993, -4.39173], [-2.57673, -1.79020, -5.52669], [-4.77010, 0.29586, -5.00191], [-4.06994, -0.24866, -6.53402], [-3.18492, 1.90586, -4.79116], [-2.40403, 1.40313, -6.25949], [-1.29790, 1.14599, -3.69839], [-0.94508, -0.10711, -4.98772], [-5.62676, -0.90646, -1.43113], [-6.07617, 0.16480, -2.84240], [-5.71973, 0.89326, 0.13156], [-7.23653, 1.22109, -0.93418], [-5.38980, 3.18769, -0.55244], [-5.97974, 2.89824, -2.20035], [-3.23336, 2.34856, -1.08522], [-3.78451, 2.37067, -2.76357], [-4.75544, -2.66017, -0.39330], [-3.60722, -1.48586, 0.34851], [-3.13307, -4.10328, 0.83515], [-1.73730, -3.14151, 0.06467], [-3.64587, -5.01211, -1.37820], [-1.89759, -4.90046, -1.33602], [-3.67159, -3.52293, -3.19650], [-1.94445, -3.05308, -2.91267]],
  "forces_ev_per_angstrom": [[-0.5934, 0.0232, -0.3099], [-0.4670, -0.3782, 0.4887], [-1.2135, 3.0596, -0.0009], [1.1434, -0.9337, 0.9562], [-0.1361, -1.5076, -1.5166], [1.5128, -1.7214, 2.6945], [0.7214, -1.0303, 0.3383], [-0.1119, 1.2995, -0.1188], [-0.2787, -0.4163, -0.7783], [-1.1916, -1.0806, 1.2344], [0.2790, 0.0747, -0.3457], [-0.7486, -0.1307, 0.0219], [0.8971, -0.0487, -0.5233], [-0.1368, 0.2353, -0.4062], [-0.4705, -0.0597, 0.2749], [0.2097, 0.5471, -0.5959], [-1.1446, 0.9727, -1.3285], [-0.1560, -0.0947, -0.2506], [-0.0226, 0.2382, -0.0108], [0.0604, -0.9909, 0.7579], [1.2110, 1.4223, -0.9415], [-0.1908, -1.0837, 0.4943], [1.3469, -0.4359, 1.1713], [-1.6354, 1.2834, -1.5421], [1.7077, 1.1731, 0.1629], [0.1715, 1.6062, 1.5677], [0.5045, -1.3611, -1.0197], [-0.8566, -0.2916, -1.0168], [0.5843, 2.1548, -2.1728], [1.0452, -0.1901, -0.1451], [-2.5718, 0.5310, 2.3879], [0.2723, 0.0793, -0.3319], [-0.5724, 0.5206, 0.8957], [0.0155, 0.7202, -0.7383], [0.6868, -0.2147, 0.2307], [-1.0497, -1.9920, 1.2326], [-0.3342, 0.6472, 0.0533], [-0.7549, 0.0657, -3.2686], [-0.2753, 0.6458, 2.6316], [0.5216, 0.4615, 1.1277], [-0.8774, -0.6812, -1.3641], [0.1746, 0.2407, 0.1142], [1.1417, -0.4205, 0.3718], [-0.3195, 0.0145, -1.2466], [-0.7091, -1.5472, 0.4036], [0.4923, 1.7422, -0.7770], [-0.8350, -0.5867, 0.7391], [-0.8233, 0.5022, -0.5741], [0.1843, -0.0697, 0.6501], [0.5423, -0.2069, -1.4189], [-0.5110, -0.1424, 0.2727], [-0.3221, -0.2367, -0.0858], [-1.8695, -0.2033, 2.0998], [1.9637, 0.9821, -0.5872], [0.0708, 0.0658, -0.0765], [0.0482, 0.4932, -0.5326], [0.0753, 0.3202, -0.1388], [-0.1766, 0.0162, -0.0702], [-0.2503, -1.5955, 0.9764], [-0.1299, 0.0631, 0.4315], [0.6627, -0.2781, -0.8694], [0.0768, -0.1766, 0.2441], [1.1171, -1.1315, -0.5245], [-0.2379, -0.8494, 0.4190], [0.1302, -0.3855, -0.3188], [-0.0359, -0.5093, -0.0678], [0.1042, 0.2558, -0.2027], [0.9112, 0.3767, 0.5490], [0.3936, 0.1535, 0.4031], [-0.2193, 0.5176, -0.1477], [0.0390, -0.5178, 0.0236], [0.6258, 0.1117, -0.1279], [0.3419, -0.4723, 0.9671], [0.0528, 0.1480, -0.6730], [0.1254, 0.2544, 0.6839], [-0.2966, -0.3957, -0.2450], [1.0582, 0.2790, -0.3449], [-0.6375, -0.2550, -0.7292], [1.0260, 0.8980, 1.1031], [-1.1089, 1.2162, -0.1775], [-0.3072, -1.2900, 0.5363], [0.2783, 1.5228, 0.0432], [1.2530, -0.7290, -0.5635], [0.1470, 0.2338, -1.6078], [-1.1004, -0.0328, -0.5742], [1.9088, -0.5930, -0.0055], [-0.7930, 0.4802, -0.1730], [-0.7124, -0.3633, 1.0086], [-0.2063, 0.3944, -1.2207], [0.1840, -0.4360, -1.5705], [-1.2236, 0.2050, 0.5083], [0.3848, 1.4896, -0.0205], [1.3354, -0.7346, 0.4520], [-1.1044, 0.5884, -0.8996], [2.2656, -0.4927, -0.7635], [-1.2552, -0.5133, 0.3426], [0.3581, 0.1431, -0.0504], [-0.7117, -0.1321, 0.3873], [-0.0513, 0.2186, 0.3548], [-0.2317, 0.4511, 0.2996], [0.0013, -0.2547, 0.6607], [0.6000, -0.0181, 0.1480], [0.8345, 0.4973, -0.3078], [-0.2501, 0.0121, -0.2648], [0.5552, -0.2071, 0.6884], [-0.8652, 0.2037, -0.8928], [1.0220, -0.1546, 0.3375], [-0.1549, 0.2036, 0.3205], [0.4671, -0.4286, 0.7700], [-0.2982, -0.6335, 0.1341], [-0.1508, 0.1018, 0.6614], [-0.3210, -0.0859, 0.2066], [-0.1499, -0.5820, -0.5585], [0.2502, 0.3284, 0.0036], [-1.4228, -0.1028, 0.5368], [0.0357, -0.0512, 0.2556], [0.5197, -0.4140, -0.3901], [0.1644, 0.0093, 0.5403], [-1.2318, -0.6230, 0.1550]],
  "e_lumo_ev": -5.21,
  "total_charge": 2,
  "homo_energy_ev": -11.828
}

Number 1: gap between HOMO and LUMO 8.2 eV, DFT total energy -1538.8958 Ha. Number 2: gap between HOMO and LUMO 10.1 eV, DFT total energy -382.6491 Ha. Number 3: gap between HOMO and LUMO 6.6 eV, DFT total energy -3838.5124 Ha.